(1)
27
Properties=species:S:1:pos:R:3:forces:R:3:lowdin_charge:R:1 method="wB97M-V/def2-TZVPD" e_above_lowest_kj_mol=148.3 e_homo_ha=-0.29588 energy_ha=-913.2938 lumo_energy_ha=0.02325 gap_ev=8.7
C -0.118770 -0.915919 -0.016060 1.7332 -0.7456 1.1701 -0.35
C -0.374839 -0.604771 1.494446 0.0399 -1.0489 -0.6487 -0.06
C 1.378604 -1.040747 -0.237338 0.5546 -0.6744 -2.7014 -0.56
C 0.566792 0.450378 1.942078 0.2934 1.1383 -1.4787 -0.51
C -2.749476 -0.567782 -2.560393 -0.1341 -0.2242 0.3086 -0.05
C -0.562095 0.739071 -2.342554 2.1950 -0.9637 2.1007 -0.05
C -1.213174 -0.627205 -2.207709 -1.0393 -0.1353 -0.0260 -0.42
N -1.034632 -0.912677 -0.838711 -1.9630 0.3094 1.9349 0.09
N 2.116877 1.306002 3.313116 0.5784 0.5140 2.4813 -0.02
N 1.323322 0.185154 3.080761 -0.6005 0.6487 0.2691 -0.09
O -0.024748 1.720556 1.749827 1.3933 -0.9374 0.8901 -0.01
S 2.222384 0.393177 0.311070 -0.6480 1.3579 1.1940 0.71
H -1.377719 -0.208065 1.521579 -0.2944 0.0457 0.3208 0.12
H -0.288539 -1.503526 2.144269 0.0030 0.4955 -0.4914 0.14
H 1.946071 -1.869087 0.152972 -0.7321 -0.8438 0.7992 0.05
H 1.598882 -1.188859 -1.325283 -0.4735 0.3887 0.5262 0.08
H -3.069519 -1.222678 -3.418363 0.5110 0.5151 0.8743 0.08
H -3.349432 -0.832303 -1.642492 0.6013 0.2787 -1.0550 0.08
H -2.961866 0.473164 -2.849739 -0.2888 -0.3950 0.1498 0.06
H 0.508977 0.623365 -2.614361 -0.5657 0.2763 0.3457 0.09
H -0.641841 1.242830 -1.333982 0.2204 -0.3953 -1.1878 0.11
H -1.017354 1.346416 -3.016546 -1.3046 1.6589 -2.2580 0.03
H -0.779313 -1.430880 -2.757491 0.7070 -0.3150 -1.0859 0.12
H 2.757402 1.107486 4.119994 -0.7864 0.4692 -1.3982 0.12
H 2.581621 1.503432 2.451461 1.3117 0.1030 -0.6013 0.00
H 1.934433 -0.622888 3.003493 -0.6783 -0.3476 -0.5252 0.13
H 0.627952 2.456356 1.875954 -0.6335 -1.1731 0.0928 0.12



(2)
83
Properties=species:S:1:pos:R:3:forces:R:3:lowdin_charge:R:1 method="wB97M-V/def2-TZVPD" s_squared=0.89 e_homo_ha="-0.20834 / -0.18539" spin_multiplicity=2 energy_ha=-3743.8532 lumo_energy_ha="-0.06839 / -0.06839" gap_ev="3.8 / 3.2"
Mn -0.202037 0.288905 -0.605442 0.1068 0.2190 -0.7716 0.63
O 3.011131 1.794957 1.384511 0.1640 0.1305 0.1179 0.00
C 2.091839 0.960313 1.387771 0.0714 -0.3303 -0.3431 -0.59
O 0.972501 1.143715 0.818788 -0.2814 -0.1078 0.6787 -0.10
C 2.353997 -0.384211 2.079206 -0.0567 0.0216 0.0690 -0.09
C 1.181578 -0.871691 2.956757 0.0026 -0.0602 -0.0273 -0.25
C 1.726363 -1.871536 3.990101 -0.0089 0.0009 0.0018 -0.11
C 1.992418 -3.103830 3.086377 0.0040 -0.0251 0.0037 -0.10
C 1.491523 -2.585674 1.724350 0.0079 0.0392 0.0417 -0.27
O 0.428175 -1.718404 2.093380 0.0186 0.0334 0.0127 -0.04
C 2.537291 -1.629811 1.134530 -0.0230 -0.0240 -0.0018 -0.10
C 2.311044 -1.294185 -0.332899 -0.1439 0.3741 -0.1403 -0.59
O 3.305684 -0.929065 -0.999108 0.0726 -0.0846 0.0430 -0.01
O 1.124240 -1.306410 -0.788685 0.0710 -0.2073 0.1835 -0.06
H 3.253809 -0.238471 2.674296 0.0155 -0.0185 0.0133 0.14
H 0.541380 -0.082244 3.340654 -0.0081 0.0009 -0.0051 0.16
H 0.965556 -2.089807 4.739145 -0.0007 -0.0010 0.0031 0.11
H 2.618957 -1.506965 4.499439 0.0003 0.0002 0.0000 0.11
H 1.405850 -3.964759 3.406448 0.0015 -0.0014 0.0049 0.10
H 3.043302 -3.397144 3.058656 -0.0079 -0.0002 -0.0010 0.11
H 1.124901 -3.339642 1.032046 0.0024 0.0134 -0.0015 0.16
H 3.551230 -2.019618 1.220923 0.0058 0.0049 0.0194 0.14
C -6.913952 -2.474786 -3.348282 0.0071 -0.0046 -0.0075 -0.07
C -6.497273 -1.022253 -3.167213 0.0019 0.0051 0.0052 -0.20
N -5.057187 -0.867304 -2.995178 -0.0164 -0.0280 -0.0246 -0.04
C -4.551817 -0.803012 -1.726994 0.0206 0.0274 0.0046 0.03
C -3.247525 -0.693132 -1.392968 -0.0136 0.0165 -0.0770 -0.01
C -2.937460 -0.675214 0.116366 -0.1249 -0.1281 -0.0860 -0.61
O -3.913460 -0.866803 0.848420 0.0488 0.0403 -0.0002 0.00
O -1.739900 -0.518201 0.445538 0.3358 0.1257 0.1095 -0.04
C -2.270060 -0.644155 -2.447208 -0.0839 0.1076 -0.0044 -0.28
O -1.057662 -0.473968 -2.315445 0.0224 -0.1945 -0.0097 -0.02
C -2.812198 -0.783425 -3.822471 0.0468 0.0425 0.0137 -0.02
C -1.913882 -0.753951 -4.891505 -0.0014 0.0043 0.0779 0.10
C -2.389163 -0.831791 -6.166913 0.0833 -0.0110 0.1033 -0.20
F -1.534162 -0.805421 -7.231003 0.0792 0.0408 0.0219 0.04
C -3.750341 -0.933976 -6.437505 -0.0899 0.0147 0.1280 -0.19
C -4.646838 -0.966814 -5.391982 0.0211 0.0253 0.0177 0.07
C -4.191943 -0.880921 -4.064791 0.0245 0.0030 -0.0047 -0.12
N -4.234231 -0.981436 -7.787160 -0.0669 0.0165 -0.1068 -0.10
C -3.777515 -2.145180 -8.521912 0.0747 -0.1001 -0.0842 -0.15
C -4.552707 -2.259671 -9.816978 0.0001 -0.0138 -0.0075 -0.09
N -4.352235 -0.991271 -10.606958 -0.0167 0.0097 -0.0164 0.06
C -4.770644 0.225123 -9.818600 0.0087 -0.0123 -0.0026 -0.09
C -3.985576 0.246169 -8.525173 0.0047 0.0575 0.0100 -0.15
H -7.995192 -2.548460 -3.470339 -0.0029 0.0024 -0.0007 0.08
H -6.626679 -3.059517 -2.474552 0.0016 0.0004 0.0009 0.08
H -6.437133 -2.920311 -4.222696 -0.0004 0.0011 0.0001 0.07
H -6.965163 -0.604380 -2.277711 0.0053 -0.0080 0.0011 0.12
H -6.823836 -0.405013 -4.005510 -0.0060 0.0068 -0.0001 0.11
H -5.266709 -0.839372 -0.912982 0.0015 -0.0077 0.0014 0.14
H -0.859111 -0.651594 -4.672911 0.0134 0.0139 0.0062 0.14
H -5.696736 -1.051986 -5.630127 -0.0088 0.0001 -0.0041 0.11
H -3.965894 -3.038975 -7.928192 0.0053 -0.0072 -0.0062 0.15
H -2.695485 -2.115060 -8.738043 -0.0930 -0.0126 0.0038 0.13
H -5.622404 -2.343062 -9.634020 -0.0037 0.0010 0.0001 0.14
H -4.210875 -3.089571 -10.432519 -0.0024 -0.0010 0.0009 0.14
H -4.863106 -1.037237 -11.487740 0.0012 0.0016 -0.0004 0.18
H -3.359758 -0.904338 -10.838526 0.0047 0.0031 0.0080 0.18
H -5.838215 0.121528 -9.633796 -0.0040 -0.0039 -0.0029 0.14
H -4.579373 1.101087 -10.435415 0.0034 0.0000 0.0041 0.14
H -4.321457 1.094463 -7.929850 0.0041 0.0030 -0.0037 0.15
H -2.916333 0.401549 -8.742492 -0.0219 -0.0078 0.0078 0.13
O -0.770068 2.924595 -3.401302 -0.0415 0.0532 0.0350 -0.66
S -1.517201 2.924127 -2.100619 0.0533 -0.0505 -0.2909 0.68
N -1.241255 1.919460 -1.072466 -0.1195 0.0259 0.4032 -0.42
N 3.718044 2.660751 -2.852675 -0.0986 -0.0100 -0.0810 0.05
C 3.306062 2.946968 -1.419661 0.0197 0.0121 -0.0339 -0.08
C 1.819591 2.680150 -1.325925 0.0035 0.3796 0.2103 -0.20
N 1.553624 1.309999 -1.705535 -0.5321 -0.4668 0.3794 -0.08
C 1.900456 1.008758 -3.071879 0.0440 0.0564 -0.2301 -0.18
C 3.389982 1.242715 -3.272570 0.0770 0.0478 -0.0342 -0.09
H 4.708221 2.849718 -2.985799 0.0085 -0.0325 0.0165 0.17
H 3.192368 3.300765 -3.451087 0.0407 -0.0107 -0.0203 0.17
H 3.580734 3.978833 -1.201371 0.0057 -0.0049 -0.0074 0.13
H 3.862872 2.264775 -0.775652 -0.0513 0.0477 0.0452 0.12
H 1.253309 3.348691 -1.984563 0.0567 -0.0089 -0.0130 0.10
H 1.497926 2.823994 -0.284725 0.1234 -0.0385 -0.4231 0.12
H 2.128615 0.700538 -1.130059 0.1056 0.0366 -0.0164 0.07
H 1.280400 1.614714 -3.746594 0.0646 -0.0371 0.0873 0.11
H 1.700605 -0.047772 -3.251751 -0.0241 -0.0166 0.0057 0.13
H 3.720119 1.123184 -4.305413 0.0018 0.0298 -0.0030 0.12
H 3.946636 0.579158 -2.608751 -0.0144 -0.0199 -0.0065 0.11



(3)
116
Properties=species:S:1:pos:R:3:forces:R:3:lowdin_charge:R:1 method="wB97M-V/def2-TZVPD" s_squared=6.07 e_homo_ha="-0.07049 / -0.06937" spin_multiplicity=5 energy_ha=-18095.3260 lumo_energy_ha="0.12865 / 0.06027" total_charge=-2 gap_ev="5.4 / 3.5"
Ir 0.144680 -0.011344 0.422491 0.2353 -0.5538 0.2367 0.46
Se 0.904155 -2.632363 0.340216 -1.0925 0.6699 0.4043 -0.02
Se 2.969611 -2.867213 -0.382646 0.6241 -0.0821 -0.3688 -0.07
Se 3.490738 -0.570580 2.619700 0.3452 -0.1785 -0.2359 -0.02
Se 1.437185 0.242825 2.466663 -0.1308 0.1596 0.3525 0.13
N -4.338820 1.696666 -4.650762 -1.1949 -0.6964 -0.3278 0.25
C -3.260913 1.967185 -4.217327 1.1002 0.3828 0.3320 -0.13
N -2.156348 2.420622 -3.963992 -1.0581 -0.5040 -1.5341 0.20
C -1.402559 2.508141 -2.918854 0.7221 0.2653 1.2632 -0.29
N -0.670842 2.615410 -2.038820 -0.0059 -0.0168 -0.0797 0.22
C -3.609715 -1.614231 4.166701 0.1142 -0.1006 0.0144 -0.05
C -2.189788 -2.080235 3.833377 0.1765 -0.0946 0.0546 -0.62
C -1.265562 -1.843790 5.037279 -0.0422 -0.0854 -0.0136 -0.05
C -2.191271 -3.570855 3.469535 -0.0225 -0.0021 0.0983 -0.05
C -1.643626 -1.334644 2.700406 -0.3570 0.1541 -0.1952 -0.17
C -1.126622 -0.731152 1.786489 0.2217 -0.0678 -0.0839 -0.48
H -3.982947 -2.144140 5.044014 -0.0629 -0.0721 0.1051 0.08
H -4.280400 -1.804350 3.332071 -0.0756 0.0181 -0.0915 0.07
H -3.618195 -0.547144 4.378886 -0.0242 0.1257 0.0057 0.07
H -1.600488 -2.427978 5.896632 -0.0567 -0.0546 0.1150 0.07
H -1.255238 -0.788885 5.308065 0.0237 0.0628 0.0084 0.07
H -0.244012 -2.134882 4.792240 0.0168 0.0121 -0.0239 0.09
H -2.535871 -4.169829 4.313945 -0.0688 -0.0876 0.1140 0.08
H -1.185723 -3.894225 3.199991 0.0189 0.0171 -0.0261 0.08
H -2.849575 -3.754830 2.621555 -0.0264 -0.0050 -0.0566 0.07
C 5.344824 2.095920 -0.184189 -0.0032 0.0165 0.0785 -0.10
C 4.237795 2.537553 0.522722 0.0867 0.0967 -0.0307 -0.09
C 2.989653 2.009744 0.266833 -0.3494 -0.0382 -0.1155 -0.13
C 2.800167 1.034951 -0.722836 0.8496 0.3011 0.2633 -0.33
C 3.935186 0.602795 -1.434972 -0.2680 -0.1073 0.0119 -0.04
C 5.181211 1.117105 -1.153180 0.2020 0.0787 -0.0289 -0.09
N 1.560658 0.484474 -0.985368 -0.7007 -0.0883 0.6213 -0.09
C 1.317523 0.250500 -2.330574 0.0802 -0.0124 -1.1636 -0.35
C 0.759005 -0.928995 -2.829894 0.1986 -0.2011 0.3835 -0.13
C 0.491127 -1.071163 -4.177338 -0.0271 0.1711 -0.2413 -0.09
C 0.742742 -0.035952 -5.060285 -0.0361 -0.0728 -0.0764 -0.11
C 1.319578 1.133123 -4.585375 0.0757 0.1474 -0.1936 -0.11
C 1.623035 1.269477 -3.249661 0.0088 -0.1128 0.1541 -0.06
H 6.325599 2.500666 0.026211 0.0557 0.0098 0.0151 0.09
H 4.341827 3.298055 1.284304 -0.0051 0.0308 0.0786 0.10
H 2.133009 2.367133 0.823349 0.0456 -0.0944 -0.0747 0.03
H 3.822901 -0.166479 -2.186717 -0.0199 -0.0251 0.0502 0.10
H 6.044780 0.749197 -1.689578 0.0451 -0.0587 -0.0783 0.10
H 0.570011 -1.763723 -2.169473 0.0281 0.1826 0.0781 0.00
H 0.074086 -1.996752 -4.541531 -0.0572 -0.1315 -0.0013 0.09
H 0.496867 -0.144054 -6.108413 0.0292 0.0133 -0.0832 0.09
H 1.533025 1.949238 -5.263507 -0.0029 0.0558 -0.0442 0.09
H 2.061294 2.187188 -2.880295 -0.0357 0.0151 -0.0115 0.12
C -2.760146 2.099366 0.895833 0.3202 0.2601 0.1060 -0.27
Ge -0.778635 2.275381 1.081441 -0.4223 -0.6674 0.3641 0.82
C -0.444863 4.139724 0.386454 -0.1176 -0.7082 0.1375 -0.34
C 0.593872 4.552128 -0.435793 0.0951 0.0176 -0.0389 -0.16
C 0.671762 5.858095 -0.883158 0.1741 0.0313 -0.0341 -0.10
C -0.289111 6.781907 -0.505247 -0.0187 0.1740 -0.0209 -0.12
C -1.328221 6.383595 0.316076 -0.1064 0.2375 0.0005 -0.11
C -1.400207 5.073484 0.756376 -0.0405 -0.0294 0.0749 -0.12
C -0.597811 2.605179 3.098647 -0.2475 -0.1799 -0.6878 -0.27
C -1.505368 1.944082 3.893575 -0.0182 0.1101 -0.3643 -0.13
C -1.541485 2.114692 5.285381 0.0741 0.0946 0.3482 -0.09
C -0.649377 2.943805 5.901497 -0.1653 -0.1520 0.0574 -0.05
C 0.311061 3.638320 5.139885 0.0376 0.0279 -0.2599 -0.17
C 1.234508 4.506712 5.759000 0.1424 0.1499 0.0876 -0.06
C 2.161461 5.193004 5.029259 -0.0532 0.0173 0.2366 -0.11
C 2.195688 5.035604 3.636294 0.0228 -0.0553 -0.2740 -0.09
C 1.316897 4.198188 3.008336 0.2107 0.1089 -0.0544 -0.03
C 0.342039 3.472365 3.726293 -0.1721 -0.0486 0.3299 -0.18
H -3.274811 2.721727 1.625356 -0.0897 0.1416 0.0651 0.01
H -3.060842 1.067446 1.038710 0.1148 -0.1086 0.0403 -0.04
H -3.052738 2.399388 -0.106184 -0.0500 0.0698 -0.1740 0.00
H 1.346396 3.840515 -0.742171 0.0420 -0.0557 -0.0931 0.08
H 1.481660 6.152699 -1.537588 0.0803 0.0441 -0.0236 0.09
H -0.222218 7.808388 -0.841652 -0.0210 0.0546 -0.0605 0.09
H -2.092472 7.091964 0.609091 -0.0284 0.0738 0.0391 0.09
H -2.216329 4.774101 1.399809 -0.0958 -0.0061 0.0604 0.09
H -2.214582 1.267814 3.433397 -0.0181 -0.0146 -0.0147 0.07
H -2.284409 1.591042 5.873912 -0.0386 -0.0782 0.0172 0.09
H -0.663363 3.081794 6.975963 -0.0108 0.0025 0.0606 0.10
H 1.186164 4.622723 6.833619 0.0222 -0.0016 0.1270 0.10
H 2.864516 5.858312 5.514156 0.0139 0.0152 0.0483 0.09
H 2.921407 5.586835 3.055056 0.0690 0.0246 -0.0854 0.10
H 1.348239 4.108759 1.934466 0.0700 -0.0308 0.0201 0.07
F -5.493821 -3.631590 -2.489746 -0.2781 -0.1908 -0.1308 0.09
C -5.956013 -2.930111 -1.438223 -0.1197 0.2071 0.3981 -0.24
C -5.094339 -2.085248 -0.766420 0.2513 0.1652 -0.3996 -0.13
C -5.588578 -1.418119 0.334373 0.1228 -0.0731 -0.0499 -0.22
F -4.780775 -0.608791 1.021118 -0.3057 0.0052 0.0520 0.10
C -6.902946 -1.579858 0.757321 0.0322 0.0601 0.1236 -0.13
F -7.363246 -0.935449 1.841699 0.0423 -0.0998 -0.1979 0.11
C -7.750132 -2.426158 0.055203 0.0957 -0.0253 -0.0056 -0.13
F -9.020740 -2.594886 0.456361 0.2239 0.0345 -0.0761 0.11
C -7.273021 -3.114167 -1.051543 0.0119 -0.0244 -0.0493 -0.13
F -8.078784 -3.951983 -1.725823 0.0115 0.0859 0.0980 0.10
Ge -3.262886 -1.886664 -1.626738 0.3229 -0.7783 1.0570 0.70
S -1.805601 -0.381745 -1.276053 -0.2942 0.4391 -0.3237 0.34
C -2.688239 -3.822630 -1.390383 0.0431 0.4941 -0.3251 -0.10
C -3.192169 -4.691772 -0.442214 0.0567 0.0281 0.0050 -0.21
F -4.118794 -4.268105 0.437232 0.1234 -0.3850 0.0415 0.08
C -2.769113 -6.010453 -0.348180 -0.0432 0.0239 0.0357 -0.13
F -3.292897 -6.833809 0.575186 0.0877 0.0898 -0.1300 0.10
C -1.804883 -6.485934 -1.225914 -0.0755 0.1382 0.0276 -0.12
F -1.416102 -7.766749 -1.156543 -0.0183 0.2367 -0.0311 0.11
C -1.252421 -5.629295 -2.168439 -0.0418 0.0173 -0.0137 -0.13
F -0.319419 -6.082133 -3.016151 -0.0960 0.0618 0.1263 0.11
C -1.697493 -4.315475 -2.219055 -0.0579 -0.1709 0.3586 -0.25
F -1.137637 -3.477934 -3.090196 0.3043 -0.1162 -0.2474 0.07
C -3.985225 -1.474712 -3.452907 -0.2242 0.2611 0.4478 -0.13
C -3.762391 -2.096562 -4.678288 0.4908 -0.7611 0.4371 -0.17
F -3.085968 -3.263950 -4.737905 -0.6399 0.8567 -0.2609 0.11
C -4.293526 -1.553490 -5.849631 -0.4308 0.2813 -1.1225 -0.13
F -4.157252 -2.215509 -7.018592 0.0125 0.2528 0.4751 0.11
C -4.974673 -0.367785 -5.837783 0.0335 -0.3775 -1.1925 -0.09
F -5.459393 0.152298 -6.996556 0.3949 -0.3360 0.8963 0.10
C -5.141847 0.443712 -4.625705 -0.2019 1.4381 0.2546 -0.34
F -6.444406 0.950114 -4.531858 0.2907 -0.6024 -0.0992 0.06
C -4.767834 -0.360686 -3.452018 0.5334 -0.0919 1.5327 -0.19
F -4.999996 0.257206 -2.247012 -0.0130 -0.1062 -1.4053 0.06